Entry from the Open Molecules 2025 dataset: a 5-piece molecular cluster, C3H16NO6S overall in a non-equilibrium geometry (ωB97M-V with the def2-TZVPD basis set).

Element x y z (Å)
O  -1.01081  1.00096  0.10847
C  -0.40652  0.09230  0.63221
O  -0.12505  0.05534  1.92298
C  0.40696  -0.89100  -0.24089
C  -0.31169  -2.23321  -0.33546
S  0.39072  -3.48810  -1.42185
N  0.35427  -0.22612  -1.57349
H  -0.62804  0.74950  2.43693
H  1.38380  -0.90524  0.23321
H  -0.25669  -2.70520  0.63370
H  -1.37332  -2.03855  -0.49393
H  0.04658  -2.97619  -2.62279
H  -0.65085  -0.09642  -1.80776
H  0.67148  0.75651  -1.57300
H  0.75465  -0.74604  -2.34876
H  -2.98405  -0.05667  -1.11325
H  -3.15816  -0.17506  -2.68946
O  -2.54841  -0.22352  -1.95155
H  3.44470  0.25935  1.88178
H  1.90600  0.02109  2.33463
O  2.51963  0.39945  1.70166
H  1.87973  2.27492  -0.16587
H  2.74566  2.56987  -1.25405
O  2.05832  1.92188  -1.04982
H  -1.15663  2.77764  2.74047
H  -2.45082  1.93434  2.92909
O  -1.50145  1.94817  3.08680

Forces on the atoms, in the same order (eV/Å):
O -0.6834 -0.3108 0.1599
C 1.3256 1.4260 0.2261
O -0.2390 -1.2374 -0.2220
C -1.0961 0.3106 0.3990
C -0.0865 0.0967 0.3284
S 0.1089 0.1850 -0.3347
N -0.8470 0.5024 -0.5253
H -0.3183 0.1887 -0.1996
H 0.3948 -0.1432 -0.6420
H 0.0734 -0.0982 0.4272
H 0.0235 -0.2478 -0.3944
H -0.1006 -0.0446 0.2431
H -0.1804 -0.3079 0.0963
H 0.8247 -0.2868 0.2076
H 0.5171 -0.1944 0.2214
H -0.3770 0.2449 -0.1983
H -0.3813 0.0566 0.1784
O 0.8572 -0.3026 -0.1356
H 0.1478 -0.3492 0.6217
H 0.5302 -0.1615 0.4354
O -0.4756 0.5874 -1.0439
H -0.4958 -0.6665 0.2847
H 0.1549 -0.3130 -0.9145
O 0.3072 0.9619 0.6543
H -0.2155 0.1296 -0.0007
H -0.0117 0.1464 -0.0379
O 0.2428 -0.1721 0.1653

**ΔE to the lowest compared entry with this formula, charge and spin**: 0.0 kcal/mol
**Kohn-Sham gap**: 10.13 eV
**Net charge**: +1

Atom charges from the Mulliken analysis, given in e for atoms 1 to 6: atom 1 (O): -0.63, atom 2 (C): 0.31, atom 3 (O): -0.48, atom 4 (C): 0.21, atom 5 (C): -1.08, atom 6 (S): -0.12

Entry from the Open Molecules 2025 dataset: C35H42AsBrCdIN8O as an isolated structure in a non-equilibrium geometry (ωB97M-V with the def2-TZVPD basis set).

Element x y z (Å)
Cd  -0.41713  0.42115  0.68759
Br  4.09787  6.58925  -3.45261
C  4.91127  5.04845  -2.68561
C  4.66127  4.74945  -1.35501
C  5.21457  3.61375  -0.80371
C  6.03817  2.77955  -1.57261
C  6.31587  3.12835  -2.90021
C  5.74127  4.24845  -3.45811
N  6.71897  1.70275  -1.03251
N  6.29847  0.92285  -0.17871
C  5.00557  0.79365  0.27519
C  4.83997  0.58785  1.64309
C  3.59097  0.48665  2.22609
C  2.41387  0.53925  1.46879
O  1.24117  0.47665  2.00979
C  2.56457  0.65485  0.04079
N  1.43747  0.63635  -0.69941
C  1.52097  0.71525  -2.00951
C  2.74027  0.73985  -2.69301
C  3.90537  0.73565  -1.96581
C  3.85327  0.75725  -0.56091
H  4.02587  5.38865  -0.76051
H  5.04077  3.37935  0.23649
H  6.97307  2.49985  -3.48111
H  5.93447  4.50975  -4.48481
H  5.72147  0.57385  2.26429
H  3.50337  0.36555  3.29319
H  0.58227  0.71965  -2.55611
H  2.75987  0.74225  -3.77081
H  4.85987  0.69325  -2.46831
I  0.71957  4.66915  4.88069
C  -0.83703  3.73785  3.80699
C  -2.16473  3.93685  4.15429
C  -3.13323  3.29105  3.40339
C  -2.73643  2.47815  2.35429
N  -1.46063  2.28375  2.02639
C  -0.52853  2.90475  2.73799
H  -2.43663  4.56765  4.98669
H  -4.17783  3.41445  3.63789
H  -3.47103  1.95315  1.75619
H  0.49947  2.70865  2.46149
C  -2.78423  -1.34245  2.27359
C  -3.20063  -2.51515  3.19249
N  -2.16333  -2.75445  4.17779
C  -0.95823  -3.18495  3.49119
C  -0.48943  -2.07695  2.52379
N  -1.40763  -0.92375  2.58159
C  -1.39583  -0.42175  3.96529
C  -1.89143  -1.53505  4.92069
H  -3.43623  -0.47895  2.43519
H  -2.83873  -1.61815  1.21429
H  -3.33653  -3.43705  2.62269
H  -4.13613  -2.30675  3.71559
H  -1.18993  -4.10975  2.95649
H  -0.20043  -3.40935  4.24369
H  -0.45013  -2.44165  1.49169
H  0.50327  -1.71045  2.79639
H  -2.04843  0.45365  4.02709
H  -0.37543  -0.11325  4.19609
H  -2.81353  -1.24005  5.42459
H  -1.14883  -1.76525  5.68579
N  -2.63083  1.71895  -1.41131
N  -1.36253  2.26265  -1.00981
H  -3.07433  2.29195  -2.13451
H  -3.24873  1.72755  -0.60241
H  -1.42423  3.25305  -0.74901
H  -0.74643  2.20885  -1.82071
C  -1.79673  -3.49635  -0.55341
As  -1.31043  -1.67305  -1.15711
C  0.04057  -2.31005  -2.42671
C  -2.82923  -1.38285  -2.43081
C  -3.08383  -2.56085  -3.30861
C  -2.44843  -2.68925  -4.54091
C  -2.71113  -3.77455  -5.35981
C  -3.58593  -4.76545  -4.94401
C  -4.20613  -4.66205  -3.70891
C  -3.96553  -3.56015  -2.90591
H  -2.05593  -4.08865  -1.43361
H  -2.64763  -3.50285  0.12839
H  -0.94783  -3.97335  -0.05971
H  -0.34603  -3.19955  -2.92641
H  0.95937  -2.56805  -1.90001
H  0.27077  -1.55905  -3.17791
H  -2.58263  -0.49685  -3.02121
H  -3.71133  -1.14795  -1.82531
H  -1.76013  -1.92125  -4.87141
H  -2.23953  -3.84095  -6.32881
H  -3.79663  -5.60925  -5.58421
H  -4.88363  -5.43395  -3.37541
H  -4.48143  -3.46025  -1.95901

Forces on the atoms, in the same order (eV/Å):
Cd -0.9864 0.1729 -0.2031
Br 0.1327 -0.2040 0.0738
C -0.0989 0.1558 -0.0821
C -0.0903 0.0813 -0.1552
C 0.3282 -0.2779 -0.0802
C -1.0889 1.2549 -0.3812
C -0.0643 -0.3240 0.5382
C -0.2933 0.2959 -0.0359
N 1.2327 -0.5254 -0.1522
N 1.2939 -0.7172 0.1705
C -1.5483 0.0880 0.7009
C 0.2849 0.2413 -0.8709
C -0.7643 0.0098 -0.1830
C 0.7658 0.0516 0.3056
O 0.0152 0.0162 0.4124
C 0.7175 -0.0214 0.0227
N -0.0855 0.1398 -0.3642
C -0.1018 -0.0467 0.0883
C 0.2700 -0.0024 0.1282
C -0.3182 -0.0210 -0.2039
C -0.1069 -0.0833 0.4053
H 0.0052 0.0846 0.0158
H -0.0386 -0.0027 0.0514
H 0.1314 -0.0501 -0.0232
H 0.0423 0.0399 -0.1425
H 0.1711 -0.0789 0.0269
H -0.0620 -0.0035 0.1645
H 0.0319 -0.0454 -0.0389
H -0.0304 0.0005 -0.1035
H 0.0102 0.0490 -0.0455
I -0.3840 -0.2472 -0.2806
C 0.3075 0.2463 0.2447
C 0.2306 -0.1091 -0.1012
C 0.0345 -0.0809 -0.1278
C -0.2266 0.0745 0.0420
N 0.0234 -0.3325 -0.0968
C 0.3148 0.2258 0.2684
H -0.0038 0.0597 0.0482
H -0.1347 -0.0133 -0.0235
H -0.0756 -0.0188 0.0200
H 0.0247 -0.0075 0.0530
C -0.2141 -0.0849 -0.1962
C -0.1362 -0.0364 0.0009
N -0.1069 -0.2997 0.1633
C 0.0157 -0.1503 0.0199
C 0.3225 -0.2408 -0.0489
N -0.0116 0.1525 -0.3593
C 0.1258 0.3158 0.1640
C -0.0674 -0.0145 0.1114
H 0.0631 -0.0033 -0.0855
H -0.0487 0.0708 0.1775
H -0.0551 0.0295 -0.0061
H -0.0068 0.0381 -0.0766
H 0.0886 0.0160 0.0349
H 0.0419 -0.0088 -0.0795
H 0.0173 0.0647 0.1552
H -0.0932 0.0132 -0.1609
H 0.1158 -0.0155 -0.0548
H -0.0205 0.0672 -0.0337
H 0.0425 0.0384 0.0467
H -0.0114 0.0738 0.0140
N -0.2634 0.2565 -0.1630
N 0.1329 -0.0164 -0.1285
H 0.1098 -0.0810 0.3002
H 0.1887 -0.0113 -0.1730
H 0.0212 -0.3576 -0.0468
H -0.1487 0.0223 0.2651
C 0.0792 0.1171 0.0677
As -0.3236 -0.6438 -0.4057
C 0.0712 0.0442 0.0725
C 0.1558 0.1520 0.1953
C -0.0550 -0.0647 -0.0542
C -0.0807 0.0646 0.0282
C 0.0262 -0.0233 -0.0247
C -0.0210 -0.0583 -0.0205
C -0.0077 0.0222 -0.0061
C -0.0762 0.0474 -0.0577
H 0.0798 0.1368 0.0966
H 0.0517 0.0694 -0.0087
H -0.0014 0.1467 -0.0094
H -0.0039 0.0888 0.0642
H -0.0346 0.0592 0.0575
H -0.0008 0.0555 0.0016
H 0.0039 -0.0640 0.2049
H 0.1939 0.0372 -0.0486
H -0.0042 0.0504 -0.0300
H 0.0603 -0.0285 -0.0653
H 0.0206 -0.0581 -0.0395
H -0.0822 -0.0377 0.0027
H -0.0190 -0.0256 0.0533

**ΔE to the lowest compared entry with this formula, charge and spin**: 23.8 kcal/mol
**Kohn-Sham gap**: 6.82 eV
**Net charge**: +1

Atom charges from the Mulliken analysis, given in e for atoms 1 to 6: atom 1 (Cd): 3.23, atom 2 (Br): -0.18, atom 3 (C): 0.13, atom 4 (C): -0.70, atom 5 (C): -0.04, atom 6 (C): 0.00

Entry from the Open Molecules 2025 dataset: a 2-piece molecular cluster, CH2FO4S overall in a non-equilibrium geometry (ωB97M-V with the def2-TZVPD basis set).

Element x y z (Å)
C  0.03876  -0.94428  -0.67075
O  -1.39841  0.39893  1.33347
O  0.00733  1.82903  -0.16564
O  0.95579  0.58916  1.87038
O  -0.55880  -0.55818  -1.62328
F  -0.31676  -2.03890  0.15956
S  -0.02656  0.41098  0.79035
H  1.53051  -1.15236  -0.71640
H  -0.23185  1.46562  -0.97769

Forces on the atoms, in the same order (eV/Å):
C 5.7836 -0.8484 2.0411
O 1.1227 -0.3181 -0.9557
O 1.2599 -0.4793 3.1778
O -0.0530 -0.3508 -1.8393
O -1.3326 -0.0063 -1.3745
F -0.4649 0.0139 -0.8548
S -1.9468 2.3758 2.6903
H -3.5005 0.4615 -0.0569
H -0.8684 -0.8484 -2.8282

**ΔE to the lowest compared entry with this formula, charge and spin**: 52.3 kcal/mol
**Kohn-Sham gap**: 8.94 eV
**Net charge**: -1

Atom charges from the Mulliken analysis, given in e for atoms 1 to 6: atom 1 (C): 0.24, atom 2 (O): -0.62, atom 3 (O): -0.51, atom 4 (O): -0.63, atom 5 (O): -0.58, atom 6 (F): -0.27

- The lowest ΔE to the lowest compared entry with this formula, charge and spin belongs to which entry?
  C3H16NO6S